Record 1
11
Properties=species:S:1:pos:R:3:nbo_charge:R:1 method="wB97M-V/def2-TZVPD" de_lowest_ev=2.114 spin_multiplicity=1 smiles=Nc1ccoc1 energy_ev=-7764.41223 total_charge=0 gap_ev=8.9
N 1.783 -0.207 -0.284 -0.8043
C 0.469 -0.111 0.154 0.0901
C -0.089 1.019 0.680 -0.0416
O -1.447 0.927 0.649 -0.4157
C -1.727 -0.180 -0.045 0.1093
C -0.628 -0.971 -0.213 -0.3401
H 2.378 0.495 0.128 0.3799
H 2.215 -1.116 -0.321 0.3809
H 0.173 2.054 0.567 0.2004
H -2.509 0.086 -0.738 0.2097
H -0.618 -1.995 -0.577 0.2314

=====

Record 2
98
Properties=species:S:1:pos:R:3:lowdin_spin:R:1 method="wB97M-V/def2-TZVPD" spin_multiplicity=2 energy_ev=-121202.40865 total_charge=+1 s2=0.7999 gap_ev="4.2 / 4.2"
Yb -0.596 -0.091 0.185 0.0445
C -3.084 0.921 3.706 0.0000
N -2.856 2.021 2.794 0.0001
C -3.953 2.420 1.941 0.0000
C -4.319 1.317 0.908 0.0014
C -3.773 1.602 -0.462 0.0059
N -2.330 1.267 -0.394 0.0639
C -1.559 2.038 -1.079 0.0609
C -1.518 2.480 -2.394 0.3884
C -1.010 1.653 -3.646 0.0394
C 0.453 1.725 -3.948 0.0205
C 1.421 0.733 -3.865 0.0007
C 1.385 -0.525 -3.352 0.0029
C 0.417 -0.893 -2.349 -0.0032
O 0.765 -1.349 -1.205 -0.0011
C -1.824 2.959 3.179 0.0001
C -0.323 2.581 3.557 0.0001
C 0.553 2.133 2.383 0.0011
N 0.535 0.611 2.486 0.0000
C 1.551 -0.074 2.178 0.0001
C 2.698 0.369 1.358 0.0009
C 4.005 0.116 1.720 -0.0002
C 5.064 0.525 0.912 0.0013
C 4.839 1.322 -0.161 0.0000
C 3.584 1.578 -0.605 0.0013
C 2.408 1.171 0.143 0.0001
O 1.169 1.301 -0.316 0.0036
H -2.147 0.594 4.013 0.0000
H -3.612 0.056 3.225 0.0000
H -3.628 1.209 4.642 0.0000
H -3.696 3.319 1.396 -0.0001
H -4.821 2.777 2.595 0.0000
H -5.426 1.355 0.837 -0.0002
H -4.088 0.301 1.269 0.0001
H -3.844 2.644 -0.718 0.0015
H -4.288 0.898 -1.070 0.0040
H -0.664 2.489 -0.516 0.0321
H -1.433 2.120 -4.446 0.0058
H 0.778 2.691 -4.340 0.0000
H 2.350 1.020 -4.275 0.0000
H 2.298 -1.089 -3.204 0.0000
H -2.225 3.540 4.057 0.0000
H -1.743 3.677 2.277 0.0000
H -0.364 1.813 4.303 0.0000
H 0.106 3.558 3.999 0.0000
H 0.100 2.443 1.447 0.0015
H 1.582 2.528 2.486 0.0000
H 1.483 -1.112 2.529 0.0000
H 4.291 -0.495 2.562 0.0000
H 6.093 0.161 1.079 0.0001
H 5.663 1.719 -0.743 0.0000
H 3.333 2.026 -1.554 0.0000
C -2.260 6.547 -5.000 -0.0025
C -2.177 5.634 -3.852 -0.0203
N -1.866 4.355 -3.905 0.0193
C -1.747 3.892 -2.563 0.0038
C -2.088 4.823 -1.578 0.2276
S -2.177 6.389 -2.228 0.1010
C -0.985 -0.753 -2.622 -0.0125
C -1.409 0.151 -3.714 0.0030
S -3.233 -0.053 -3.699 0.0036
C -3.102 -1.180 -2.384 -0.0054
N -1.931 -1.342 -1.867 0.0000
C -4.227 -1.913 -1.721 -0.0009
H -1.621 6.295 -5.918 -0.0007
H -1.998 7.585 -4.745 -0.0002
H -3.280 6.624 -5.377 -0.0014
H -1.926 4.680 -0.466 0.0101
H -0.958 -0.182 -4.679 -0.0015
H -4.304 -2.984 -2.025 -0.0005
H -5.186 -1.443 -1.813 0.0000
H -3.897 -2.059 -0.669 -0.0002
O -0.978 -2.094 1.365 0.0000
S -1.387 -3.541 1.043 0.0000
C 0.102 -4.619 0.744 0.0000
C 0.250 -5.469 1.979 0.0000
C -0.462 -4.804 3.217 0.0000
C -1.743 -4.190 2.690 0.0000
H 0.978 -3.988 0.405 0.0000
H -0.114 -5.239 -0.112 0.0000
H 1.321 -5.627 2.179 0.0000
H -0.217 -6.542 1.837 0.0000
H 0.094 -3.974 3.628 0.0000
H -0.760 -5.518 4.005 0.0000
H -2.112 -3.312 3.192 0.0000
H -2.485 -4.935 2.508 0.0000
N 5.910 -5.336 2.400 0.0000
C 5.855 -4.661 1.222 0.0000
C 5.262 -3.361 1.194 0.0000
N 5.051 -2.752 0.043 0.0000
C 5.436 -3.376 -1.088 0.0000
C 5.984 -4.637 -1.048 0.0000
N 6.170 -5.243 0.100 0.0000
H 5.708 -4.800 3.223 0.0000
H 6.393 -6.251 2.469 0.0000
H 4.883 -2.877 2.109 0.0000
H 5.203 -2.851 -2.076 0.0000
H 6.232 -5.223 -1.925 0.0000

=====

Record 3
18
Properties=species:S:1:pos:R:3:nbo_charge:R:1 method="wB97M-V/def2-TZVPD" de_lowest_ev=1.310 spin_multiplicity=1 smiles="NC(=O)CCOC=O.O" energy_ev=-13973.84693 total_charge=0 gap_ev=10.5
O 2.702 -4.112 -2.205 -0.9519
H 3.379 -3.787 -2.841 0.4766
H 2.088 -4.653 -2.752 0.4772
O -1.744 4.550 1.977 -0.5453
O -0.681 -0.657 -1.364 -0.6462
O -1.339 2.308 1.600 -0.5155
C -1.584 3.603 1.209 0.6536
C -0.014 -0.661 -0.283 0.6590
N 1.031 -1.453 -0.178 -0.7942
C -1.386 1.260 0.675 -0.0610
C -0.212 0.323 0.892 -0.5313
H -1.686 3.613 0.106 0.1002
H 1.247 -2.229 -0.809 0.4343
H 1.571 -1.328 0.682 0.3873
H -2.293 0.654 0.858 0.1883
H -1.454 1.669 -0.351 0.1993
H 0.591 1.084 0.909 0.2356
H -0.216 -0.184 1.877 0.2341

=====

Record 4
10
Properties=species:S:1:pos:R:3:nbo_charge:R:1 method="wB97M-V/def2-TZVPD" de_lowest_ev=2.036 spin_multiplicity=1 smiles=Nc1nc(O)no1 energy_ev=-10686.42050 total_charge=0 gap_ev=10.1
C -0.358 -0.956 -0.248 0.6983
C 0.260 0.953 0.478 0.5939
H -1.690 -2.612 -0.091 0.4294
H -0.584 -2.498 -1.448 0.4146
H 0.135 1.631 2.166 0.4917
N -0.923 -2.152 -0.548 -0.8146
N -0.498 -0.182 0.768 -0.6135
N 0.879 1.024 -0.679 -0.1852
O 0.298 1.917 1.343 -0.6308
O 0.517 -0.333 -1.193 -0.3838

=====

Record 5
10
Properties=species:S:1:pos:R:3:nbo_charge:R:1 method="wB97M-V/def2-TZVPD" de_lowest_ev=6.049 spin_multiplicity=1 energy_ev=-7186.63929 total_charge=0 gap_ev=7.4
C 2.000 -0.520 -0.922 -0.3983
C 3.182 0.000 -0.412 0.2564
C 1.556 0.675 0.995 0.4086
C -0.267 -0.521 0.163 -0.3962
N 3.796 0.696 0.305 -0.3479
N 1.113 -0.080 0.032 -0.4496
H 1.664 -1.210 -1.679 0.2416
H -0.514 -0.448 1.142 0.2274
H -0.811 0.146 -0.553 0.2284
H -0.289 -1.559 -0.193 0.2296

=====

Record 6
6
Properties=species:S:1:pos:R:3:nbo_charge:R:1 method="wB97M-V/def2-TZVPD" de_lowest_ev=4.246 spin_multiplicity=1 energy_ev=-13891.12564 total_charge=0 gap_ev=10.5
C -0.052 -1.317 -0.900 0.3394
N -0.926 -0.488 -0.625 -0.8054
O 1.405 -0.322 0.781 -0.9862
P 0.124 0.228 0.256 1.6348
H -0.507 0.982 1.320 -0.0704
H -0.044 0.917 -0.832 -0.1121